Entry 1:
Below is a cluster of 5 separate species, C31H67N5O7 in total in a non-equilibrium geometry, with properties calculated with ωB97M-V with the def2-TZVPD basis set.

The geometry in XYZ format:
```
110
Properties=species:S:1:pos:R:3:lowdin_charge:R:1
O -1.963 -3.338 -5.351 -0.209
O -1.475 1.648 1.506 -0.072
O 9.134 -3.198 0.609 -0.214
O -0.542 -0.262 0.630 0.094
O -3.542 -0.128 7.276 -0.192
O 5.661 -0.669 -1.141 -0.223
O -5.568 5.449 1.592 -0.197
N -0.189 1.803 -0.608 -0.143
N -1.901 -5.395 -7.366 0.036
N -2.805 6.042 2.142 0.043
N -4.960 0.167 4.788 0.043
N 9.522 -6.050 0.505 0.036
C -4.926 1.277 5.749 -0.426
C 10.212 -3.746 -0.143 -0.200
C -0.687 0.972 0.494 -0.378
C -4.635 0.779 7.180 -0.204
C -3.572 0.158 1.328 -0.138
C 10.665 -5.147 0.320 -0.431
C -2.139 -3.998 -7.751 -0.431
C 3.685 0.957 -1.063 -0.156
C -2.871 1.600 1.110 -0.181
C -3.937 2.330 5.255 -0.069
C -3.242 -2.469 -1.957 -0.057
C -3.010 -1.827 -0.565 -0.034
C -5.180 -0.593 -2.409 -0.073
C 1.276 2.066 -0.530 -0.181
C -4.648 5.626 0.520 -0.202
C -4.340 -1.821 -2.886 -0.070
C 2.206 0.758 -0.474 -0.199
C -0.772 -2.576 -5.265 -0.105
C 6.267 -1.799 -0.436 -0.119
C -6.450 6.541 1.798 -0.108
C -3.819 -0.568 -0.098 -0.179
C 9.517 -2.603 1.838 -0.102
C -0.862 -3.428 -8.361 -0.075
C 11.494 -5.128 1.600 -0.075
C -4.922 0.055 -1.003 -0.041
C -0.631 1.318 -1.948 -0.073
C -2.265 0.490 7.294 -0.106
C -3.410 6.475 0.876 -0.428
C -3.697 7.972 0.950 -0.075
C -2.682 -3.169 -6.569 -0.209
C 4.634 -0.110 -0.282 -0.245
H -4.339 2.844 4.377 0.068
H -2.279 1.452 7.814 0.090
H 11.053 -3.043 -0.183 0.120
H -2.956 -0.519 2.031 0.123
H 6.327 -1.601 0.691 0.087
H -5.510 0.963 -0.618 0.100
H -2.521 5.068 2.052 0.064
H 9.509 -3.350 2.635 0.076
H -5.916 1.748 5.763 0.135
H -6.002 7.261 2.486 0.074
H 1.500 2.825 0.312 0.139
H -3.550 6.013 2.839 0.069
H -5.510 0.219 7.524 0.120
H -0.861 -1.608 -5.767 0.092
H 1.561 2.624 -1.505 0.130
H -2.764 -2.105 -6.826 0.119
H -1.736 0.988 -1.872 0.098
H 4.077 2.026 -0.970 0.115
H -0.940 -2.345 -8.496 0.078
H -6.726 7.031 0.859 0.091
H -0.650 2.250 -2.636 0.104
H 9.837 -3.837 -1.167 0.121
H -5.990 -0.133 -3.060 0.077
H -4.210 8.257 1.871 0.064
H -3.749 3.084 6.024 0.079
H 10.885 -4.984 2.495 0.064
H 5.667 -2.772 -0.565 0.101
H -5.160 6.012 -0.370 0.118
H -2.674 6.328 0.077 0.136
H 3.932 -0.989 -0.007 0.123
H -4.510 -2.266 -3.922 0.072
H -5.693 -0.483 5.065 0.076
H -2.979 1.900 4.956 0.064
H -4.605 0.324 1.801 0.105
H -3.452 2.338 1.779 0.123
H 12.249 -4.337 1.569 0.078
H -2.781 -5.803 -7.054 0.072
H -1.329 -5.383 -6.520 0.070
H -2.762 8.538 0.923 0.076
H -1.576 -0.176 7.817 0.087
H -0.681 -3.873 -9.343 0.076
H 12.016 -6.081 1.726 0.077
H -3.699 -3.513 -6.357 0.116
H -4.308 8.298 0.103 0.078
H -3.016 1.863 -0.009 0.122
H 11.302 -5.560 -0.471 0.135
H -4.101 -0.369 4.915 0.073
H -2.904 -3.986 -8.536 0.134
H -2.224 -2.204 0.189 0.096
H -4.508 1.615 7.879 0.118
H -2.617 -3.379 -2.232 0.085
H 7.333 -2.018 -0.790 0.085
H -4.302 4.620 0.263 0.110
H 0.067 -3.142 -5.676 0.075
H -1.892 0.612 6.275 0.074
H 8.851 -5.569 1.106 0.070
H -7.357 6.159 2.270 0.087
H 9.029 -6.139 -0.382 0.072
H 0.044 0.532 -2.428 0.091
H 3.711 0.636 -2.159 0.117
H 0.023 -3.634 -7.755 0.064
H 2.327 0.477 0.644 0.119
H -0.560 -2.398 -4.209 0.081
H 10.497 -2.121 1.776 0.092
H 8.774 -1.845 2.093 0.083
H 5.026 0.308 0.708 0.128
H 1.673 -0.113 -0.983 0.113
```

Computed properties:
molar mass = 621.9 g/mol
SMILES = COCCCCN(C)C(=O)OCCc1ccccc1.COC[C@@H](C)N.COC[C@@H](C)N.COC[C@@H](C)N.COC[C@@H](C)N
HOMO = -8.40 eV
frontier orbital gap = 0.3332 hartree

=====

Entry 2:
Below is an isolated molecule of C21H28N4O3S, with properties calculated with ωB97M-V with the def2-TZVPD basis set.

The geometry in XYZ format:
```
57
Properties=species:S:1:pos:R:3:lowdin_charge:R:1
S -1.424 1.309 2.618 1.079
O 3.173 1.113 -4.987 0.088
O 2.735 -2.583 0.443 0.075
O 4.202 -0.907 -5.051 -0.007
N 3.948 0.133 -3.096 -0.028
N -4.148 1.415 2.541 -0.121
N -3.064 -0.120 1.172 0.108
N 3.025 -0.602 -0.599 -0.036
C -0.169 -1.804 -0.344 -0.020
C -0.760 0.149 1.498 -0.460
C 3.437 1.170 -2.232 -0.113
C 0.564 -0.142 1.250 -0.045
C 4.531 -1.038 -2.465 -0.104
C 2.277 -1.522 0.063 -0.428
C 4.064 -0.928 -6.471 -0.218
C 2.455 0.584 -1.215 -0.108
C -5.450 0.857 2.237 -0.144
C 0.857 -1.127 0.314 -0.167
C -5.960 0.792 4.699 -0.393
C 5.168 -0.136 -7.156 -0.063
C -4.130 2.220 3.738 -0.176
C -1.809 -0.515 0.821 -0.312
C 4.391 -0.920 -0.949 -0.116
C 3.724 0.193 -4.430 -0.544
C -3.055 0.801 2.070 -0.561
C -4.571 1.389 4.945 -0.144
C -1.494 -1.501 -0.108 -0.003
C -5.938 -0.011 3.396 -0.144
C -6.396 -0.079 5.873 -0.073
H 2.930 1.901 -2.864 0.128
H -5.362 0.273 1.321 0.114
H 4.009 -1.933 -2.817 0.134
H -4.822 3.056 3.590 0.131
H -6.420 0.501 6.792 0.076
H -6.141 1.691 2.073 0.129
H 1.352 0.366 1.786 0.124
H -3.127 2.624 3.891 0.079
H 5.068 -0.229 -8.234 0.076
H -7.388 -0.487 5.697 0.077
H -5.704 -0.908 6.008 0.082
H -5.266 -0.864 3.505 0.126
H -3.852 0.583 5.105 0.125
H 1.519 0.317 -1.719 0.137
H 5.090 0.913 -6.884 0.074
H 4.111 -1.985 -6.740 0.123
H -4.581 2.018 5.836 0.119
H 4.628 -1.876 -0.477 0.126
H -6.676 1.616 4.589 0.141
H -6.936 -0.391 3.171 0.119
H 5.065 -0.154 -0.554 0.128
H 2.227 1.342 -0.457 0.124
H 6.144 -0.511 -6.855 0.077
H 3.085 -0.517 -6.740 0.121
H 4.267 1.667 -1.719 0.127
H -2.290 -2.016 -0.620 0.113
H 0.088 -2.579 -1.051 0.120
H 5.586 -1.129 -2.745 0.130
```

Computed properties:
molar mass = 416.5 g/mol
SMILES = CCOC(=O)N1CCN(C(=O)c2ccc3nc(N4CCC(C)CC4)sc3c2)CC1
relative energy (zero: lowest compared OMol25 entry of this formula, charge and spin) = 25.4 kcal/mol
HOMO = -7.85 eV
frontier orbital gap = 0.3095 hartree

=====

Entry 3:
Below is a structure of composition C38H46P2SiV in a non-equilibrium geometry, with properties calculated with ωB97M-V with the def2-TZVPD basis set.

The geometry in XYZ format:
```
88
Properties=species:S:1:pos:R:3:lowdin_charge:R:1
V -0.082 -1.575 0.474 0.617
P 1.512 1.254 0.141 1.033
P -1.948 0.472 -1.669 1.025
Si 0.080 3.058 1.398 0.439
C -5.033 -1.616 1.286 -0.087
C 0.760 -4.158 2.002 -0.161
C -1.567 3.485 2.363 -0.247
C -4.902 -0.229 1.196 -0.070
C -2.020 0.917 -5.776 -0.078
C -2.479 0.333 -3.451 -0.304
C -0.699 -4.356 1.438 -0.179
C 2.948 0.196 3.934 -0.070
C -1.753 2.199 -1.104 -0.250
C 3.249 1.753 -0.460 -0.340
C -4.143 -0.126 -5.193 -0.079
C 5.323 1.004 -1.235 -0.066
C -1.626 0.811 -4.440 -0.097
C 1.405 3.488 2.686 -0.223
C -0.358 -0.488 -1.332 -0.478
C 0.512 -0.057 4.061 -0.128
C 1.753 0.024 4.707 -0.083
C -3.303 -0.396 -0.687 -0.283
C 3.461 3.131 -0.658 -0.080
C -3.421 -1.790 -0.532 -0.099
C -3.709 -0.209 -3.852 -0.084
C 0.999 -0.071 -1.064 -0.430
C 0.082 4.591 0.242 -0.254
C -3.283 0.447 -6.137 -0.095
C 1.091 -2.715 1.719 -0.292
C 4.065 0.645 -0.751 -0.102
C 4.719 3.430 -1.151 -0.079
C 0.503 -0.237 2.671 -0.164
C 1.796 -2.320 0.589 -0.288
C 2.339 -3.191 -0.528 -0.174
C -0.044 -3.509 -0.908 -0.182
C -0.887 -3.558 0.204 -0.263
C 1.665 0.271 1.871 -0.342
C -4.227 -2.375 0.462 -0.078
C -4.045 0.382 0.236 -0.072
C 5.594 2.373 -1.387 -0.088
C 1.262 -4.191 -1.053 -0.169
C 2.905 0.429 2.515 -0.110
H 0.446 5.510 0.713 0.030
H -2.780 2.721 -1.149 0.077
H 0.767 4.438 -0.588 -0.015
H 1.434 -4.523 -2.115 0.122
H -0.622 1.083 -4.111 0.109
H -5.135 -0.516 -5.461 0.107
H -0.990 2.810 -1.685 0.068
H -4.230 -3.443 0.619 0.107
H -5.744 -2.061 1.986 0.111
H -0.862 4.889 -0.242 0.025
H -3.817 1.456 0.257 0.082
H 2.462 -1.439 0.666 0.067
H 3.907 0.170 4.481 0.099
H -3.629 0.487 -7.186 0.109
H -1.521 4.292 3.122 0.025
H -5.451 0.406 1.911 0.108
H -0.856 -5.397 1.186 0.100
H 0.920 -4.362 3.079 0.110
H 3.168 -3.757 -0.103 0.103
H -0.434 -0.097 4.536 0.094
H 3.656 -0.379 -0.608 0.097
H 5.007 4.456 -1.296 0.102
H 2.602 3.763 -0.386 0.074
H -2.391 3.722 1.668 0.006
H 1.364 2.814 3.538 0.012
H -2.729 -2.379 -1.107 0.082
H 1.801 -0.060 5.815 0.108
H -0.430 -1.613 -1.434 0.009
H 1.470 -4.865 1.564 0.092
H 2.760 -2.736 -1.410 0.093
H -1.378 1.363 -6.520 0.101
H 3.883 0.699 1.969 0.130
H 0.991 -2.203 2.689 0.084
H 1.445 -5.112 -0.462 0.104
H -1.238 2.193 0.036 -0.002
H 6.603 2.594 -1.647 0.091
H -1.823 2.524 2.834 -0.004
H -4.353 -0.694 -3.104 0.099
H 1.821 -0.474 -1.707 0.054
H 6.008 0.185 -1.399 0.102
H -0.484 -3.276 -1.870 0.106
H -0.472 -0.990 2.683 0.169
H -1.902 -3.492 -0.142 0.059
H -1.401 -4.185 2.244 0.101
H 2.412 3.437 2.284 0.011
H 1.251 4.519 3.029 0.035
```

Computed properties:
molar mass = 643.8 g/mol
relative energy (zero: lowest compared OMol25 entry of this formula, charge and spin) = 98.4 kcal/mol
HOMO (alpha / beta) = -5.16 / -5.53 eV
frontier orbital gap (alpha / beta) = 0.2002 / 0.2063 hartree
2S+1 = 4
<S²> = 3.821